Record 1
Density functional theory data (wB97M-V/def2-TZVPD) for a cluster of 6 separate species, C48H86BrN6O9 in total at a distorted geometry.

```
150
Properties=species:S:1:pos:R:3
C 0.86675 4.25693 5.36890
C 0.60596 3.23605 4.82680
C 0.25364 2.02462 4.11408
C 1.08587 1.89387 2.80328
C 1.86767 0.57618 2.64093
C 1.35968 -0.40225 1.55125
C 2.40802 -1.51466 1.35440
C 3.35367 -1.84569 2.51015
O 3.91299 -3.13795 2.33455
C 0.05910 -1.01027 2.18168
C 0.14640 -2.39144 2.83044
N -0.05379 -3.41783 1.80336
C 0.79911 -4.59238 1.97279
N -1.05798 -1.08128 1.18902
C -1.25939 0.24173 0.89099
N -2.30389 0.86299 1.34022
C -2.44932 2.30861 1.08860
C -3.36751 3.09480 2.02937
C -2.58418 3.93604 3.05960
C -3.13065 3.82031 4.47606
N -2.65949 4.92979 5.30706
C -3.35876 0.12707 2.04482
C -3.27918 0.22079 3.54273
O -2.46513 -0.82302 4.05096
C -2.49166 -0.91249 5.42393
O -1.72454 -0.32899 6.10106
N -0.30790 0.89743 0.12486
O -0.83247 1.01113 -1.19007
C 1.07675 0.33464 0.16273
C 1.22371 -0.59549 -1.06568
C 1.59744 0.05436 -2.40676
C 0.95299 -0.76354 -3.54477
Br 3.51645 0.01470 -2.71220
C 2.03847 1.52935 -0.01687
C 1.57585 2.78689 -0.41021
C 2.50154 3.81217 -0.57315
C 3.84609 3.55610 -0.33480
N 4.32406 2.37718 0.06812
C 3.41209 1.40862 0.20862
H 0.82977 5.25818 5.71341
H -0.79058 2.15232 3.84176
H 0.36955 1.16533 4.76305
H 1.80824 2.69850 2.84063
H 0.43369 2.13371 1.97220
H 2.91590 0.80699 2.53950
H 1.76542 0.04674 3.58114
H 1.93607 -2.44254 1.04668
H 3.06387 -1.29495 0.52080
H 2.90361 -1.82857 3.49238
H 4.17153 -1.12604 2.52474
H 4.19383 -3.20571 1.41849
H -0.31670 -0.32517 2.93444
H 1.02816 -2.58492 3.42447
H -0.68507 -2.44413 3.52964
H -1.01241 -3.72907 1.81371
H 0.40462 -5.39469 1.36354
H 1.81315 -4.39843 1.64074
H 0.83799 -4.95025 3.00185
H -0.71726 -1.57006 0.36592
H -1.47702 2.77988 1.09611
H -2.82331 2.41183 0.07179
H -3.89748 3.79821 1.40073
H -4.13256 2.50469 2.51795
H -1.52089 3.71043 3.04891
H -2.66489 4.98204 2.78293
H -4.21576 3.87460 4.41641
H -2.80159 2.87371 4.90665
H -2.36510 4.57015 6.20353
H -1.83444 5.34816 4.89112
H -4.28585 0.60774 1.75502
H -3.40868 -0.88963 1.68739
H -2.94953 1.20060 3.87197
H -4.29683 0.10306 3.91964
H -3.26195 -1.57620 5.81983
H -1.21242 1.89549 -1.27291
H 1.98967 -1.34599 -0.93480
H 0.32352 -1.16987 -1.24916
H 1.19765 1.05222 -2.49573
H -0.06860 -0.42278 -3.68160
H 1.49671 -0.62988 -4.46771
H 0.92096 -1.81328 -3.28189
H 0.54596 3.00857 -0.61782
H 2.18646 4.79420 -0.87724
H 4.56486 4.34777 -0.48630
H 3.80619 0.46291 0.53351
C -0.77450 -4.23253 -2.66867
C -2.01512 -5.11122 -2.75531
C -1.89250 -5.95737 -1.49832
O -1.22254 -5.12876 -0.52872
C -0.68767 -3.97611 -1.17432
H -0.85565 -3.31355 -3.24939
H 0.10681 -4.77921 -3.01341
H -2.90603 -4.48893 -2.69923
H -2.06977 -5.71120 -3.66187
H -1.28849 -6.85301 -1.67169
H -2.85706 -6.26485 -1.09605
H -1.30903 -3.11118 -0.89584
H 0.32850 -3.79988 -0.81888
C -5.14115 -0.47716 -2.97426
C -3.77909 0.15652 -2.69780
C -2.99849 -1.02582 -2.13807
O -3.52439 -2.19074 -2.76471
C -4.74216 -1.86780 -3.44939
H -5.73713 0.06336 -3.70647
H -5.71759 -0.54534 -2.04884
H -3.32743 0.49832 -3.63175
H -3.81984 1.00233 -2.00987
H -3.14171 -1.11915 -1.05041
H -1.92823 -0.96297 -2.33953
H -4.54763 -1.87980 -4.52585
H -5.49107 -2.62637 -3.22467
C -3.89219 -8.79280 -6.72736
C -3.15534 -9.89185 -5.96587
C -2.28973 -9.07960 -5.01289
O -3.01901 -7.88091 -4.72733
C -4.12045 -7.75987 -5.63268
H -4.81845 -9.12520 -7.19219
H -3.24794 -8.38093 -7.50702
H -3.86730 -10.49980 -5.40392
H -2.57261 -10.55369 -6.60362
H -1.33687 -8.80483 -5.47776
H -2.08093 -9.60156 -4.07874
H -5.04602 -7.96197 -5.08312
H -4.16012 -6.73842 -6.01323
C 1.00181 8.76723 1.98925
C 2.22750 7.85872 2.06476
C 1.70788 6.70126 2.90457
O 0.30483 6.59351 2.61462
C -0.12840 7.75428 1.88917
H 1.01987 9.46031 1.15075
H 0.90792 9.34734 2.90908
H 2.49699 7.50940 1.06527
H 3.10067 8.33612 2.50415
H 1.82728 6.90198 3.97340
H 2.19515 5.75342 2.67496
H -0.31013 7.46536 0.84733
H -1.06452 8.11518 2.31727
C 8.36861 2.79330 -3.21983
C 7.39073 1.72771 -2.72915
C 6.32959 2.57686 -2.04361
O 6.29326 3.82315 -2.74629
C 7.42324 3.91904 -3.61806
H 9.00156 2.46450 -4.04208
H 9.01408 3.11422 -2.39968
H 6.95860 1.19658 -3.58149
H 7.83878 0.99298 -2.06202
H 6.59026 2.77353 -0.99895
H 5.33767 2.12495 -2.07192
H 7.07787 3.79946 -4.65061
H 7.87128 4.90752 -3.51612
```

HOMO level (eV): -10.71
Charge: +1
Kohn-Sham gap (eV): 7.54
LUMO (eV): -3.17
Largest force on an atom (eV Å⁻¹): 1.5

***

Record 2
Density functional theory data (wB97M-V/def2-TZVPD) for a cluster of 9 separate species, C48H87Cl2N12O5S in total at a distorted geometry.

```
155
Properties=species:S:1:pos:R:3
C -0.54312 -1.10106 0.78530
C -0.31415 0.37626 0.50679
N -1.11956 0.99559 -0.62877
C -0.21289 1.90944 -1.22294
N 0.03710 3.09908 -0.75979
C -0.62904 3.65980 0.42519
C -2.13536 3.87573 0.26290
C -2.48057 4.61146 -1.03443
S -4.23773 4.56606 -1.44436
O -4.76986 5.86124 -1.18212
O -4.38466 4.04089 -2.76662
O -4.92289 3.56464 -0.41550
N 0.42328 1.40836 -2.30517
C -0.14047 0.02610 -2.59404
N 0.82036 -0.90783 -2.01028
C -0.26034 -0.39510 -4.05139
C 0.80905 0.18196 -5.00346
C 0.16237 0.70865 -6.27871
Cl 1.89803 -1.18936 -5.46113
C -1.45454 0.20100 -1.82055
Cl -2.32948 1.50783 -2.86559
C -2.48101 -0.92448 -1.75918
C -3.96556 -0.55329 -1.79412
C -4.76835 -1.72296 -1.19517
O -6.05512 -1.75725 -1.83550
C -7.05709 -1.72586 -0.88675
C -7.62645 -0.37469 -0.58393
O -7.42500 -2.73430 -0.32787
H 0.28885 -1.44809 1.39151
H -0.58647 -1.71729 -0.10088
H -1.44727 -1.25134 1.37011
H 0.75407 0.55286 0.38716
H -0.60305 0.91403 1.40579
H 0.72206 3.67226 -1.22493
H -0.14342 4.58441 0.71372
H -0.46974 2.97334 1.25094
H -2.64039 2.91994 0.32716
H -2.47038 4.49014 1.09459
H -1.99016 4.16101 -1.88881
H -2.23416 5.66260 -0.94133
H -4.56948 2.67527 -0.56939
H 0.41834 2.03306 -3.10107
H 1.34580 -0.45955 -1.27080
H 1.51911 -1.15876 -2.70104
H -1.23976 -0.20500 -4.47400
H -0.13521 -1.47233 -4.05049
H 1.45355 0.92764 -4.55361
H 0.87152 1.34215 -6.79104
H -0.18036 -0.08995 -6.91962
H -0.65712 1.36385 -5.97431
H -2.28861 -1.53958 -2.63784
H -2.33373 -1.56910 -0.89917
H -4.18401 0.30482 -1.16563
H -4.34378 -0.42793 -2.79960
H -4.88248 -1.53767 -0.12917
H -4.28137 -2.67698 -1.38231
H -8.46751 -0.15957 -1.23783
H -6.89120 0.41828 -0.66671
H -8.00960 -0.40516 0.42877
C 2.31635 1.04889 3.26579
C 3.55460 0.22885 2.92428
C 4.48253 0.92187 1.92485
C 3.79260 1.16157 0.65574
N 3.24774 1.35001 -0.34005
H 1.69190 1.21503 2.38407
H 1.70862 0.52944 4.00618
H 2.58967 2.02186 3.67878
H 3.24779 -0.73970 2.52288
H 4.11777 0.03558 3.83791
H 5.35603 0.30126 1.73420
H 4.82886 1.87468 2.32482
C 7.61793 4.86931 2.45886
C 6.96389 5.05624 3.82351
C 7.43131 4.02478 4.85717
C 7.10395 2.66388 4.42779
N 6.84743 1.59771 4.08325
H 7.36207 3.90219 2.02224
H 7.28249 5.64021 1.76581
H 8.70461 4.93264 2.53173
H 5.87869 4.99724 3.71742
H 7.19336 6.05304 4.20141
H 6.95250 4.20274 5.81994
H 8.51028 4.08929 5.00227
C 7.27780 -1.66115 -2.53108
C 7.37069 -0.66591 -1.38034
C 7.20143 -1.32558 -0.00652
C 5.88985 -1.97077 0.10709
N 4.85314 -2.46045 0.19539
H 6.29675 -2.13652 -2.56885
H 7.43390 -1.15701 -3.48413
H 8.03277 -2.44338 -2.43604
H 6.61016 0.10748 -1.50788
H 8.34109 -0.16798 -1.40822
H 7.29054 -0.58243 0.78737
H 7.97192 -2.08039 0.15537
C 2.20265 -3.23312 -9.92680
C 3.03602 -2.26802 -10.76290
C 3.63295 -1.12609 -9.93232
C 2.57804 -0.32874 -9.30509
N 1.73198 0.27457 -8.81369
H 1.34282 -2.73267 -9.47894
H 1.82327 -4.04467 -10.54714
H 2.79660 -3.67229 -9.12336
H 2.41882 -1.85234 -11.56108
H 3.85152 -2.81269 -11.24074
H 4.23300 -0.46740 -10.56019
H 4.27836 -1.52217 -9.14690
C -3.75392 -1.79553 -5.78613
C -3.62261 -2.96056 -6.76018
C -2.83918 -4.14145 -6.17606
C -1.46953 -3.75562 -5.82251
N -0.39383 -3.45715 -5.54529
H -2.77527 -1.38452 -5.53101
H -4.34218 -0.99097 -6.22618
H -4.24947 -2.10809 -4.86304
H -3.13459 -2.61643 -7.67358
H -4.61703 -3.30907 -7.04100
H -2.78521 -4.95752 -6.89637
H -3.33208 -4.51869 -5.27883
C -7.99239 -1.80382 3.81276
C -7.00695 -1.23530 4.82894
C -6.65692 0.23251 4.55440
C -6.03662 0.38399 3.23725
N -5.57174 0.50171 2.19278
H -7.57691 -1.80234 2.80302
H -8.23908 -2.83529 4.05928
H -8.92072 -1.22916 3.80081
H -6.09525 -1.83430 4.82457
H -7.43005 -1.31350 5.82975
H -5.96096 0.60729 5.30576
H -7.55296 0.85419 4.58618
C 4.85502 -4.20076 5.72198
C 5.63632 -3.20429 4.87347
C 6.20028 -2.03544 5.69052
C 5.12735 -1.27206 6.33132
N 4.26936 -0.66182 6.79335
H 3.98204 -3.73478 6.18095
H 4.50010 -5.02836 5.10855
H 5.47838 -4.61370 6.51682
H 4.99016 -2.81665 4.08263
H 6.46582 -3.71728 4.38424
H 6.76205 -1.35491 5.04906
H 6.87517 -2.40007 6.46608
C -6.33223 1.01053 10.55287
C -5.03712 1.19426 9.77044
C -5.16673 0.78367 8.29900
C -5.52530 -0.63262 8.17787
N -5.79622 -1.74924 8.11644
H -6.63565 -0.03657 10.58090
H -6.20508 1.34177 11.58267
H -7.14476 1.59003 10.11058
H -4.24340 0.61137 10.24016
H -4.73287 2.24126 9.81280
H -4.22485 0.94499 7.77339
H -5.93581 1.38045 7.80492
```

HOMO level (eV): -11.90
Charge: +1
Kohn-Sham gap (eV): 9.54
LUMO (eV): -2.36
Largest force on an atom (eV Å⁻¹): 1.7

***

Record 3
Density functional theory data (wB97M-V/def2-TZVPD) for a cluster of 12 separate species, C48H92O40P4 in total at a distorted geometry.

```
184
Properties=species:S:1:pos:R:3
C 4.38054 0.38544 3.11925
C 5.11984 -0.48020 4.08462
O 5.15473 0.09207 5.34524
P 4.07576 -0.35547 6.47659
O 2.78198 0.37269 6.33826
O 4.85813 -0.03786 7.83483
C 4.51310 1.04593 8.63570
C 3.40040 0.74247 9.67688
O 3.97768 -1.95491 6.49476
C 5.07875 -2.79901 6.76515
C 4.66540 -4.15156 6.19270
H 3.29330 0.34533 3.18561
H 4.62768 1.44291 3.02548
H 4.48554 0.01907 2.09805
H 4.50275 -1.37769 4.12700
H 6.12159 -0.68289 3.70579
H 5.42422 1.39228 9.12355
H 4.20840 1.90560 8.03887
H 2.41136 0.83522 9.22821
H 3.42659 -0.24679 10.13382
H 3.50072 1.48533 10.46820
H 5.98551 -2.39877 6.31162
H 5.11340 -2.97328 7.84057
H 5.12681 -5.01333 6.67495
H 3.60497 -4.36679 6.32413
H 4.87726 -4.20423 5.12478
C 0.27950 4.03590 1.01379
C 1.69603 3.93856 0.40447
O 2.45127 5.18316 0.55641
P 2.38507 6.40253 -0.51730
O 2.76861 6.02258 -1.88864
O 0.86508 6.94829 -0.33038
C -0.05381 6.85286 -1.33893
C -1.43702 7.34987 -0.88703
O 3.25495 7.62138 0.19774
C 4.54014 7.40720 0.84502
C 4.34049 6.69056 2.25958
H 0.44174 4.40173 2.02767
H -0.39987 4.67655 0.45153
H -0.20698 3.08559 1.23366
H 2.24767 3.21490 1.00455
H 1.67557 3.60568 -0.63326
H 0.33475 7.50296 -2.12283
H -0.00241 5.82846 -1.70778
H -2.10910 7.70605 -1.66776
H -1.84776 6.57879 -0.23524
H -1.26546 8.05833 -0.07663
H 5.05587 6.66518 0.23548
H 5.20452 8.27015 0.88991
H 3.52600 5.97847 2.39239
H 5.20071 6.05280 2.46304
H 4.24485 7.48674 2.99785
C 3.04853 -3.28114 2.16212
C 2.21225 -4.28688 1.35878
O 0.85625 -3.84716 1.59496
P -0.22728 -4.37902 0.52764
O 0.35048 -4.51070 -0.85778
O -0.75094 -5.75842 1.21150
C -1.06922 -6.84201 0.41073
C 0.21520 -7.74584 0.46026
O -1.50480 -3.33907 0.71831
C -2.20260 -3.21971 1.90938
C -1.46529 -2.36316 2.97535
H 2.84371 -3.39118 3.22704
H 4.10164 -3.38922 1.90258
H 2.75214 -2.27056 1.88109
H 2.55285 -4.30314 0.32349
H 2.33690 -5.24996 1.85380
H -1.88749 -7.36597 0.90468
H -1.50324 -6.48065 -0.52156
H 0.01790 -8.64067 -0.13003
H 1.02656 -7.09968 0.12519
H 0.58896 -8.04747 1.43874
H -3.15241 -2.73146 1.69126
H -2.62812 -4.17155 2.22724
H -0.54256 -2.84070 3.30494
H -1.20691 -1.40588 2.52263
H -2.10103 -2.22898 3.85052
C -3.22947 -3.46392 -1.60019
C -4.15745 -3.70850 -2.73426
O -3.58061 -3.12448 -3.92470
P -4.28436 -2.07212 -4.92695
O -3.51961 -1.80148 -6.16576
O -5.73807 -2.68173 -5.11890
C -5.97594 -3.93724 -5.79382
C -7.36892 -4.37366 -5.34952
O -4.55386 -0.75803 -3.93409
C -3.50705 0.12239 -3.52753
C -4.10005 1.22943 -2.58516
H -2.21672 -3.18838 -1.89433
H -3.59643 -2.63582 -0.99383
H -3.30446 -4.34795 -0.96697
H -4.38584 -4.75779 -2.92118
H -5.12877 -3.23756 -2.58307
H -5.84343 -3.86857 -6.87355
H -5.35034 -4.78782 -5.52320
H -7.50330 -4.04340 -4.31949
H -8.19172 -3.83671 -5.82152
H -7.55909 -5.44361 -5.43400
H -2.70965 -0.45223 -3.05628
H -3.06533 0.43250 -4.47453
H -3.59057 2.19280 -2.60625
H -5.08795 1.45777 -2.98517
H -4.32142 0.72515 -1.64452
C -1.17991 -0.31062 -0.90100
C 0.04647 -0.75510 -1.58921
O 1.00466 -0.92298 -0.59352
C 0.63814 -0.10323 0.37369
O 1.36269 0.31498 1.31996
O -0.61685 0.31311 0.17093
H -1.90372 -1.10191 -0.70590
H -1.53898 0.54338 -1.47532
H 0.37753 -0.03459 -2.33712
H -0.11283 -1.70298 -2.10325
C -4.59068 2.65808 1.65397
C -3.77988 2.92702 0.36894
O -3.00129 4.03679 0.80059
C -3.56901 4.65275 1.90471
O -3.15253 5.70428 2.36414
O -4.56512 3.89684 2.38648
H -4.25839 1.85751 2.31486
H -5.59222 2.35835 1.34543
H -4.37342 3.12141 -0.52438
H -3.08643 2.12123 0.12828
C -0.64838 3.08930 -5.47056
C 0.50078 3.99411 -5.11033
O 0.43786 3.98803 -3.71007
C -0.30896 3.09397 -3.26103
O -0.58047 2.86486 -2.06843
O -0.89025 2.43897 -4.27958
H -0.22341 2.45753 -6.25055
H -1.57248 3.55225 -5.81668
H 0.21694 4.98463 -5.46588
H 1.49637 3.67530 -5.41897
C 3.52311 1.20379 -2.51285
C 3.86282 1.83910 -3.75574
O 4.55771 3.00408 -3.39889
C 4.95934 2.93443 -2.10750
O 5.71090 3.68179 -1.52162
O 4.38041 1.83850 -1.55393
H 3.70831 0.13385 -2.60787
H 2.47688 1.48353 -2.38939
H 3.00255 2.18424 -4.32925
H 4.45201 1.20328 -4.41657
C -0.27010 -1.87243 -5.28155
C 0.13487 -2.12034 -6.66691
O 1.22030 -1.24482 -6.88965
C 1.09857 -0.23717 -6.04739
O 1.73767 0.77894 -6.08148
O 0.15825 -0.49415 -5.14179
H 0.29340 -2.51851 -4.60838
H -1.34504 -1.98661 -5.14166
H -0.62609 -1.86192 -7.40329
H 0.35917 -3.16637 -6.87575
C -0.74441 1.68688 3.72251
C 0.67408 2.04223 4.12204
O 0.62480 3.29520 4.70098
C -0.52664 3.82864 4.54132
O -0.77003 4.97743 4.87608
O -1.36893 2.96732 3.85836
H -1.26453 0.92730 4.30613
H -0.85040 1.29184 2.71216
H 1.33957 1.86519 3.27714
H 0.92977 1.31901 4.89643
C 2.80911 -4.41439 -3.20348
C 2.90128 -3.35003 -2.21703
O 3.29269 -2.21341 -2.99297
C 3.67260 -2.59840 -4.20702
O 4.18763 -1.89688 -5.04857
O 3.27298 -3.86080 -4.39836
H 1.81311 -4.84518 -3.30600
H 3.46011 -5.22560 -2.87755
H 3.73791 -3.49654 -1.53388
H 1.90994 -3.23986 -1.77748
C -7.09812 -2.40284 0.87566
C -7.61844 -0.96939 0.79845
O -6.40051 -0.16747 0.81282
C -5.37412 -0.92060 0.66897
O -4.22874 -0.47909 0.63194
O -5.72032 -2.26669 0.64861
H -7.48363 -2.93495 0.00598
H -7.37874 -2.71437 1.88179
H -8.18032 -0.90882 1.73050
H -8.24692 -0.82779 -0.08079
```

HOMO level (alpha / beta) (eV): -0.21 / -8.17
Charge: -1
Kohn-Sham gap (alpha / beta) (eV): 1.75 / 9.69
Multiplicity: 2
LUMO (alpha / beta) (eV): 1.54 / 1.53
Largest force on an atom (eV Å⁻¹): 5.9